Entry i
# C26H58MgO17S6

C26H58MgO17S6 as an isolated structure (ωB97M-V with the def2-TZVPD basis set, the OMol25 dataset).

Positions of all 108 atoms, in Å:
1 Mg -1.444 -1.315 0.865
2 O -0.351 -0.036 1.837
3 C 0.463 0.549 0.842
4 C -0.260 0.565 -0.569
5 O -1.115 -0.535 -0.962
6 H 1.428 0.043 0.841
7 H 0.667 1.606 1.009
8 H 0.563 0.714 -1.268
9 H -0.779 1.522 -0.620
10 C 4.078 0.574 -1.892
11 C 4.094 2.051 -1.472
12 C 3.730 2.355 -0.025
13 O 4.797 3.182 0.444
14 C 5.760 3.230 -0.422
15 O 6.903 3.733 -0.244
16 O 5.376 2.622 -1.600
17 H 4.722 0.473 -2.765
18 H 3.051 0.268 -2.090
19 H 4.539 -0.046 -1.123
20 H 3.480 2.649 -2.146
21 H 3.672 1.432 0.551
22 H 2.760 2.851 0.012
23 C -0.916 -4.986 -3.168
24 C -1.019 -3.448 -3.320
25 C 0.201 -2.648 -3.105
26 O 0.333 -1.870 -4.237
27 C -0.677 -2.097 -5.114
28 O -0.951 -1.485 -6.130
29 O -1.433 -3.071 -4.619
30 H -0.383 -5.308 -4.062
31 H -1.952 -5.316 -3.096
32 H -0.278 -5.216 -2.314
33 H -1.712 -3.007 -2.604
34 H 1.051 -3.329 -3.147
35 H 0.228 -2.043 -2.199
36 C 2.021 2.371 -4.708
37 C 0.779 1.627 -5.200
38 C -0.463 1.824 -4.343
39 O -1.467 1.983 -5.316
40 C -0.952 1.982 -6.560
41 O -1.573 1.845 -7.640
42 O 0.378 2.169 -6.442
43 H 2.617 2.595 -5.593
44 H 2.647 1.780 -4.039
45 H 1.774 3.315 -4.222
46 H 1.011 0.568 -5.312
47 H -0.369 2.724 -3.736
48 H -0.648 0.975 -3.684
49 C 0.113 4.609 0.959
50 S 0.385 5.065 -0.769
51 O 1.252 3.932 -1.372
52 C -1.334 4.824 -1.314
53 H 0.988 4.572 1.608
54 H -0.451 3.682 1.059
55 H -0.555 5.375 1.352
56 H -1.900 5.755 -1.350
57 H -1.913 4.246 -0.593
58 H -1.513 4.409 -2.306
59 C -4.876 -3.541 0.876
60 S -3.433 -3.934 -0.205
61 O -2.489 -2.777 -0.071
62 C -2.549 -5.340 0.759
63 H -4.533 -3.327 1.888
64 H -5.495 -4.425 1.032
65 H -5.405 -2.649 0.541
66 H -2.638 -5.165 1.831
67 H -1.582 -5.529 0.292
68 H -3.193 -6.183 0.511
69 C 1.323 -5.135 1.146
70 S 0.812 -3.671 0.133
71 O -0.166 -2.785 0.971
72 C 2.422 -2.748 0.137
73 H 0.319 -5.496 1.371
74 H 1.867 -4.937 2.070
75 H 1.761 -5.943 0.560
76 H 2.599 -2.492 1.182
77 H 2.367 -1.797 -0.393
78 H 3.253 -3.256 -0.352
79 C -5.713 0.431 1.691
80 S -3.897 0.609 2.027
81 O -3.175 -0.455 1.261
82 C -3.393 2.092 1.136
83 H -6.087 1.387 2.056
84 H -6.023 -0.410 2.311
85 H -5.902 0.202 0.642
86 H -3.638 1.991 0.079
87 H -2.321 2.221 1.284
88 H -3.936 3.003 1.386
89 C 1.944 -0.772 5.982
90 S 3.253 -1.470 4.936
91 O 2.857 -2.926 4.762
92 C 2.870 -0.735 3.275
93 H 2.031 0.311 5.894
94 H 2.054 -1.015 7.039
95 H 0.956 -1.155 5.727
96 H 2.029 -1.295 2.865
97 H 3.644 -1.047 2.574
98 H 2.797 0.352 3.235
99 C -0.092 2.207 4.303
100 S -0.585 1.549 5.975
101 O 0.452 2.297 6.817
102 C -2.183 2.396 6.031
103 H 0.768 1.703 3.862
104 H 0.186 3.260 4.352
105 H -0.899 2.034 3.591
106 H -2.902 1.953 5.341
107 H -2.240 3.452 5.768
108 H -2.670 2.070 6.950

Results
E_LUMO = -0.5 eV
frontier orbital gap = 7.049 eV



Entry ii
# C26H58MgO17S6

C26H58MgO17S6 as an isolated structure (ωB97M-V with the def2-TZVPD basis set, the OMol25 dataset).

Positions of all 108 atoms, in Å:
1 Mg 0.378 1.498 1.407
2 O -1.289 0.537 1.192
3 C -1.064 -0.241 0.063
4 C 0.441 -0.650 -0.122
5 O 1.405 0.264 0.232
6 H -1.472 0.279 -0.831
7 H -1.574 -1.228 0.107
8 H 0.516 -0.957 -1.194
9 H 0.563 -1.616 0.422
10 C -0.763 -0.849 -4.312
11 C -1.459 -2.142 -3.963
12 C -2.528 -2.064 -2.873
13 O -3.668 -2.702 -3.438
14 C -3.464 -2.936 -4.756
15 O -4.286 -3.331 -5.511
16 O -2.185 -2.665 -5.100
17 H -0.319 -0.953 -5.302
18 H -0.004 -0.633 -3.561
19 H -1.485 -0.029 -4.377
20 H -0.729 -2.910 -3.703
21 H -2.764 -1.027 -2.620
22 H -2.176 -2.580 -1.983
23 C 4.240 3.767 -1.256
24 C 4.044 2.287 -1.006
25 C 3.040 1.578 -1.930
26 O 3.772 0.450 -2.442
27 C 5.038 0.465 -1.976
28 O 5.840 -0.383 -2.175
29 O 5.263 1.567 -1.219
30 H 4.796 3.882 -2.188
31 H 4.785 4.203 -0.423
32 H 3.266 4.236 -1.400
33 H 3.722 2.094 0.019
34 H 2.796 2.207 -2.798
35 H 2.141 1.240 -1.414
36 C 2.152 -3.408 -3.709
37 C 3.343 -2.872 -2.947
38 C 3.197 -2.840 -1.419
39 O 4.465 -3.316 -0.943
40 C 5.223 -3.708 -1.998
41 O 6.372 -3.983 -1.946
42 O 4.451 -3.771 -3.118
43 H 2.525 -3.848 -4.636
44 H 1.451 -2.624 -3.986
45 H 1.623 -4.182 -3.153
46 H 3.625 -1.883 -3.312
47 H 2.408 -3.515 -1.085
48 H 2.995 -1.841 -1.034
49 C -1.887 -4.173 0.865
50 S -0.751 -4.998 -0.245
51 O -0.482 -4.050 -1.354
52 C 0.663 -4.948 0.863
53 H -2.845 -3.989 0.388
54 H -1.451 -3.244 1.234
55 H -2.036 -4.838 1.724
56 H 0.760 -5.907 1.382
57 H 0.547 -4.187 1.637
58 H 1.592 -4.785 0.325
59 C 2.701 3.631 3.981
60 S 2.945 3.725 2.217
61 O 2.072 2.672 1.622
62 C 2.118 5.295 1.971
63 H 1.630 3.701 4.192
64 H 3.183 4.479 4.469
65 H 3.068 2.669 4.322
66 H 1.225 5.351 2.587
67 H 1.982 5.398 0.900
68 H 2.836 6.051 2.305
69 C -0.567 5.113 -1.272
70 S 0.264 3.538 -1.133
71 O -0.124 2.995 0.188
72 C -0.697 2.636 -2.326
73 H -0.244 5.634 -0.367
74 H -1.652 5.033 -1.282
75 H -0.161 5.669 -2.115
76 H -1.730 2.670 -1.988
77 H -0.362 1.598 -2.322
78 H -0.557 3.034 -3.330
79 C 1.509 -0.315 5.527
80 S 0.236 -0.127 4.279
81 O 0.817 0.733 3.201
82 C 0.295 -1.750 3.553
83 H 1.186 -1.146 6.152
84 H 1.505 0.615 6.091
85 H 2.478 -0.474 5.058
86 H 1.307 -1.936 3.186
87 H -0.414 -1.722 2.728
88 H 0.059 -2.540 4.269
89 C -5.565 2.348 1.330
90 S -5.365 2.830 -0.375
91 O -4.673 4.155 -0.378
92 C -4.068 1.684 -0.827
93 H -5.816 1.286 1.368
94 H -6.396 2.903 1.762
95 H -4.672 2.588 1.907
96 H -3.132 2.056 -0.402
97 H -3.938 1.815 -1.907
98 H -4.261 0.632 -0.634
99 C -3.846 -0.962 2.553
100 S -4.733 0.046 3.726
101 O -6.158 -0.321 3.515
102 C -4.142 -0.791 5.192
103 H -3.865 -0.542 1.548
104 H -4.310 -1.948 2.504
105 H -2.789 -1.004 2.823
106 H -3.065 -0.598 5.286
107 H -4.288 -1.869 5.190
108 H -4.581 -0.284 6.052

Results
E_LUMO = -0.5 eV
frontier orbital gap = 7.253 eV



Most stable pick: entry ii. Distance to second place: 0.1323 hartree.



Entry i
# C2H13N2O2

A 3-piece molecular cluster, C2H13N2O2 overall (ωB97M-V with the def2-TZVPD basis set, the OMol25 dataset).

Positions of all 19 atoms, in Å:
1 N -0.036 -0.018 -1.000
2 C -0.356 0.232 0.449
3 C 0.424 -0.852 1.177
4 N -0.424 -2.156 1.188
5 H -0.391 -1.009 -1.097
6 H 0.960 0.194 -1.135
7 H -0.639 0.588 -1.586
8 H -1.447 0.339 0.292
9 H -0.140 1.342 0.760
10 H 0.797 -0.310 2.060
11 H 1.275 -1.191 0.639
12 H -0.238 -2.867 1.873
13 H -1.413 -2.024 1.447
14 H 2.849 0.277 0.686
15 H 3.045 1.803 1.242
16 O 2.479 1.182 0.663
17 H -2.088 1.346 -3.335
18 H -2.741 1.817 -2.058
19 O -1.917 1.308 -2.266

Results
net charge = +1
E_LUMO = -3.0 eV
frontier orbital gap = 10.549 eV



Entry ii
# C2H13N2O2

A 3-piece molecular cluster, C2H13N2O2 overall (ωB97M-V with the def2-TZVPD basis set, the OMol25 dataset).

Positions of all 19 atoms, in Å:
1 C -1.964 -1.029 0.273
2 N -2.572 -0.706 -1.012
3 C -0.464 -0.820 0.224
4 N -0.150 0.462 -0.408
5 H -2.405 -0.367 1.019
6 H -2.109 -2.034 0.657
7 H -3.572 -0.892 -0.962
8 H -2.323 -1.553 -1.548
9 H -0.056 -0.744 1.256
10 H -0.059 -1.688 -0.286
11 H 0.734 0.516 -0.954
12 H -0.238 1.282 0.199
13 H -0.913 0.681 -1.081
14 H 2.583 0.837 1.620
15 H 2.583 1.782 2.748
16 O 2.310 1.737 1.827
17 H 3.265 0.229 -1.434
18 H 2.858 1.517 -0.804
19 O 2.494 0.791 -1.335

Results
net charge = +1
E_LUMO = -3.0 eV
frontier orbital gap = 11.539 eV



Most stable pick: entry ii. Distance to second place: 0.0552 hartree.



Entry i
# C2H3N4

An isolated ion of composition C2H3N4 and charge +1 (ωB97M-V with the def2-TZVPD basis set, the OMol25 dataset).

Positions of all 9 atoms, in Å:
1 C -0.710 1.192 -0.100
2 C -0.016 -0.022 0.030
3 N -2.014 1.122 0.140
4 N -2.609 -0.055 0.103
5 N -2.026 -1.107 -0.156
6 N -0.677 -1.168 -0.012
7 H -0.276 2.099 -0.726
8 H 1.121 -0.199 0.118
9 H -0.125 -2.041 0.192

Results
net charge = +1
structure (SMILES) = c1c[nH+]nnn1
E_LUMO (spin up / spin down) = -7.2 / -7.2 eV
frontier orbital gap (spin up / spin down) = 8.925 / 8.925 eV



Entry ii
# C2H3N4

C2H3N4 as an isolated structure (ωB97M-V with the def2-TZVPD basis set, the OMol25 dataset).

Positions of all 9 atoms, in Å:
1 C -2.589 -0.815 -0.029
2 C -0.954 0.693 0.039
3 N -2.094 1.163 0.004
4 N -3.125 0.316 -0.006
5 N -1.422 -1.161 0.036
6 N 0.304 0.905 0.013
7 H -0.923 -2.037 0.014
8 H 0.884 0.875 0.848
9 H 0.792 1.084 -0.866

Results
net charge = +1
E_LUMO (spin up / spin down) = -7.8 / -7.8 eV
frontier orbital gap (spin up / spin down) = 7.892 / 7.891 eV



Most stable pick: entry i. Distance to second place: 0.0313 hartree.